## one
Entry from OMol25: a structure of composition C12H26N6O3 (ωB97M-V with the def2-TZVPD basis set).

ORCA input file:
```
! wB97M-V def2-TZVPD RIJCOSX def2/J DEFGRID3
* xyz 0 1
C -4.17493 -0.00031 4.68482
H -0.81999 0.68631 0.35507
N -3.55550 0.37759 5.86973
H 2.79173 2.70611 -3.20138
H 4.10347 -0.96363 -4.74799
C -3.02677 -0.89196 1.35332
H 4.02213 -1.28370 -2.66292
H 6.03789 0.66007 -4.03508
H -1.13523 -0.28311 2.13428
C 4.15081 -0.39835 -3.57779
H 3.14739 1.21008 -4.69596
H -4.89224 -0.57766 2.24563
N 5.47148 0.29932 -3.20651
H -3.05114 0.20789 0.92486
H 4.39683 2.28778 -2.61688
O 0.07535 -2.37165 -1.94532
C 0.89043 1.51403 -1.47671
H 2.90741 2.54308 -0.85626
N 0.09182 2.43557 -0.61888
H 0.83321 -1.67829 -1.60966
H 6.18971 -0.59889 -3.02476
O -1.60389 -3.40737 -0.67601
C -1.61807 -1.33456 1.58764
N -0.25544 -0.06192 -0.05479
H 2.78819 0.76597 -0.73271
N -5.43747 -0.24738 4.73582
C 3.08046 0.87176 -3.64665
H -2.99892 1.14309 5.53500
H -3.37847 -1.90421 0.65664
H -5.46650 -1.03543 3.92279
H 0.66808 3.33359 -0.01846
H 0.54408 1.66143 -2.47823
C 2.52646 1.68014 -1.36655
H -1.58672 -2.17492 2.54680
C -0.53564 -1.54248 0.42787
C -0.78258 -2.50226 -0.86179
H -4.13185 0.45914 6.84787
H 0.39076 -1.86340 0.76516
H 2.09433 0.37036 -3.43762
C 0.78008 0.15264 -0.78277
N -3.40009 -0.38112 3.67541
H -2.50943 -0.97836 4.03238
H -4.02129 -2.16175 2.86219
O 1.51319 -0.80466 -1.32687
C 3.24697 2.00474 -2.63677
H -0.41797 3.08737 -1.41804
C -3.94213 -1.01069 2.55008
*
```

Calculated values
HOMO level = -9.092 eV
HOMO-LUMO gap = 9.28 eV

Mulliken population analysis, charges in e, atoms 1 to 5:
1. C 0.439
2. H 0.482
3. N -0.509
4. H 0.371
5. H 0.237

=====

## two
Entry from OMol25: an isolated molecule of C12H26N6O3 (ωB97M-V with the def2-TZVPD basis set).

ORCA input file:
```
! wB97M-V def2-TZVPD RIJCOSX def2/J DEFGRID3
* xyz 0 1
H -0.65406 2.51514 -0.43827
C -3.47609 0.53299 -1.06514
N -0.25292 -1.58286 1.55624
H -3.99067 2.99588 1.39918
C -4.18273 1.52835 -0.11801
H 0.02099 -2.60683 1.51660
C 3.72842 0.03166 -1.07176
H -0.11589 0.25435 0.33299
C -0.57575 -1.54898 -0.92262
O 0.08190 -2.34129 -1.61731
H -1.97386 -1.62213 1.68911
H -4.70014 0.90953 0.64803
C 0.17909 -0.81612 0.25854
C -2.37677 3.51799 0.09004
N 4.34573 0.84745 -0.08289
H -0.50836 3.53230 0.80394
C -3.53659 -1.44778 0.58179
H -2.00119 0.08473 0.57126
H -2.72209 1.90756 1.54268
H 4.14319 -0.98114 -1.26385
H -2.36074 -1.69878 -1.78957
C -3.27906 2.44527 0.76164
H -4.87838 2.11460 -0.72462
N -1.83624 -1.14272 -1.15794
H 2.24983 -1.95449 -0.04211
H -2.50867 4.52934 0.42670
H 6.27476 2.20322 0.38987
H 4.97770 -1.41902 0.92458
H -4.18115 -0.03716 -1.63780
H 1.82803 -0.19531 -1.91984
H 4.01955 0.48948 -2.08109
N 6.59462 1.23949 0.55975
H 1.91286 1.09607 -0.74804
C 2.25088 0.06256 -0.87296
O -2.91681 -1.87435 1.69356
H 2.12938 -0.76777 1.09113
H -2.85816 3.59958 -0.96286
C 1.73894 -0.99145 0.10666
N 5.80050 -0.91984 0.54679
H 0.17428 -1.14903 2.34456
C 5.60853 0.45705 0.45225
N -0.91443 3.43352 -0.12021
O -4.54819 -1.88468 0.13119
H 4.07827 1.79726 -0.03598
H 6.60184 -1.10195 1.17033
C -2.61017 -0.41140 -0.23054
H -2.86548 1.02078 -1.79788
*
```

Calculated values
SMILES = [H]/N=C(/N)NCCC[C@H](N)C(=O)N[C@@H](CCCCN)C(=O)O
HOMO level = -8.805 eV
HOMO-LUMO gap = 9.04 eV

Mulliken population analysis, charges in e, atoms 1 to 5:
1. H 0.217
2. C -1.150
3. N -0.670
4. H 0.423
5. C -0.913

=====

Result of the stability comparison: two is the most stable of them.

=====

## one
Entry from OMol25: an isolated molecule of C6H4O2 (ωB97M-V with the def2-TZVPD basis set).

ORCA input file:
```
! wB97M-V def2-TZVPD RIJCOSX def2/J DEFGRID3
* xyz 0 1
H -2.69319 -3.20746 -0.26482
H 1.81783 2.12575 -0.40145
C -1.43228 -1.02993 0.21383
C -0.09765 1.16887 0.47113
O 1.80389 0.16196 -0.47809
C -0.57148 0.01993 0.14039
C 0.60106 -0.59496 -0.63988
C 1.36451 1.33231 0.07718
O 0.25525 -1.52569 -1.39458
C -2.27086 -2.02616 0.05464
H 1.77310 1.43357 1.19673
H -0.55018 2.14181 1.02492
*
```

Calculated values
SMILES = C#CC1=CCOC1=O
HOMO level = -9.342 eV
HOMO-LUMO gap = 9.47 eV

Mulliken population analysis, charges in e, atoms 1 to 5:
1. H 0.307
2. H 0.401
3. C -0.510
4. C -0.325
5. O -0.309

=====

## two
Entry from OMol25: an isolated molecule of C6H4O2 (ωB97M-V with the def2-TZVPD basis set).

ORCA input file:
```
! wB97M-V def2-TZVPD RIJCOSX def2/J DEFGRID3
* xyz 0 1
C 0.47290 1.58914 1.20618
C -1.34235 -1.11392 -0.70702
C 0.40582 0.34706 0.40382
H -2.27218 -2.54581 -2.31755
H 1.45185 2.00733 1.32399
C -0.89144 -0.15431 0.25742
C 1.68197 -0.08763 -0.27072
O 1.84331 -1.04365 -1.02714
O -0.50497 2.11844 1.64208
H 2.59873 0.56152 0.02180
H -1.60005 0.24458 0.95934
C -1.84360 -1.92276 -1.49220
*
```

Calculated values
SMILES = C#CC=C(C=O)C=O
HOMO level = -9.867 eV
HOMO-LUMO gap = 8.29 eV

Mulliken population analysis, charges in e, atoms 1 to 5:
1. C -0.114
2. C -0.450
3. C 0.516
4. H 0.375
5. H 0.341

=====

Result of the stability comparison: two is the most stable of them.

=====

## one
Entry from OMol25: a cluster of 2 separate species, C2H5IO in total (ωB97M-V with the def2-TZVPD basis set).

ORCA input file:
```
! wB97M-V def2-TZVPD RIJCOSX def2/J DEFGRID3
* xyz 0 1
C 0.51559 0.94545 0.19024
O 0.08580 -1.29633 0.78037
H 1.52220 0.65694 0.44806
I 0.00025 -0.84783 -2.20234
H 0.14331 1.39618 1.07994
H -0.18899 -2.21382 0.31922
H 0.45732 1.83648 -0.58928
C -0.26830 -0.32903 -0.06511
H -2.26718 -0.14803 0.03890
*
```

Calculated values
HOMO level (spin up / spin down) = -8.723 / -8.814 eV
HOMO-LUMO gap (spin up / spin down) = 8.22 / 8.31 eV

Mulliken population analysis, charges in e, atoms 1 to 5:
1. C -1.046
2. O -0.400
3. H 0.367
4. I -0.004
5. H 0.297

=====

## two
Entry from OMol25: an isolated molecule of C2H5IO (ωB97M-V with the def2-TZVPD basis set).

ORCA input file:
```
! wB97M-V def2-TZVPD RIJCOSX def2/J DEFGRID3
* xyz 0 1
I 2.86858 -0.05761 -0.01051
H -1.19004 -0.21750 0.16037
C 0.71958 0.53800 0.43283
O 0.46005 1.73238 -0.08942
H -0.07698 -0.50758 -1.14834
C -0.15949 -0.49306 -0.05912
H 0.97311 0.51064 1.56892
H 0.08006 1.45919 -0.91688
H -0.07374 -1.45779 0.47233
*
```

Calculated values
SMILES = C[C@H](O)I
HOMO level = -9.155 eV
HOMO-LUMO gap = 9.71 eV

Mulliken population analysis, charges in e, atoms 1 to 5:
1. I -0.110
2. H 0.368
3. C -0.164
4. O -0.427
5. H 0.385

=====

Result of the stability comparison: two is the most stable of them.

=====

## one
Entry from OMol25: a cluster of 2 separate species, C2H5IO in total (ωB97M-V with the def2-TZVPD basis set).

ORCA input file:
```
! wB97M-V def2-TZVPD RIJCOSX def2/J DEFGRID3
* xyz 0 1
C -0.48724 0.25352 0.57754
H -0.11061 -0.69849 0.82099
I 3.02839 -2.34497 -1.18118
O -0.31621 1.97314 -0.91586
H -0.76280 2.53098 -0.20524
H -1.13532 0.86906 1.11871
H 0.55138 0.41054 -1.36904
H 1.44943 -2.12977 -1.33853
C -0.11353 0.72208 -0.58150
*
```

Calculated values
SMILES = C=CO.I
HOMO level = -9.076 eV
HOMO-LUMO gap = 9.67 eV

Mulliken population analysis, charges in e, atoms 1 to 5:
1. C -0.824
2. H 0.220
3. I -0.059
4. O -0.497
5. H 0.284

=====

## two
Entry from OMol25: an isolated molecule of C2H5IO (ωB97M-V with the def2-TZVPD basis set).

ORCA input file:
```
! wB97M-V def2-TZVPD RIJCOSX def2/J DEFGRID3
* xyz 0 1
C -0.00641 0.61505 -0.75016
C -0.49162 -0.10797 0.59407
H -0.00525 1.63220 -0.79931
H -0.58465 0.11056 -1.58729
H 0.85423 -1.68900 0.72350
H -1.53418 0.01509 0.67236
H -0.20719 0.50787 1.42766
O -0.13224 -1.54547 0.67545
I 2.10731 0.46166 -0.95626
*
```

Calculated values
SMILES = OCCI
HOMO level = -9.613 eV
HOMO-LUMO gap = 10.05 eV

Mulliken population analysis, charges in e, atoms 1 to 5:
1. C -0.707
2. C -0.532
3. H 0.430
4. H 0.288
5. H 0.318

=====

Result of the stability comparison: two is the most stable of them.

=====

## one
Entry from OMol25: a cluster of 2 separate species, H4NP in total (ωB97M-V with the def2-TZVPD basis set).

ORCA input file:
```
! wB97M-V def2-TZVPD RIJCOSX def2/J DEFGRID3
* xyz 0 1
P 0.74647 -0.57985 0.57283
H 0.42785 0.02796 1.78849
N 0.38332 0.75091 -0.49789
H -0.57572 1.21318 -0.45771
H 0.61181 0.63612 -1.46828
H -1.59373 -2.04832 0.06255
*
```

Calculated values
HOMO level (spin up / spin down) = -9.931 / -7.842 eV
HOMO-LUMO gap (spin up / spin down) = 9.53 / 7.45 eV

Mulliken population analysis, charges in e, atoms 1 to 5:
1. P 0.029
2. H 0.038
3. N -0.515
4. H 0.268
5. H 0.250

=====

## two
Entry from OMol25: a structure of composition H4NP (ωB97M-V with the def2-TZVPD basis set).

ORCA input file:
```
! wB97M-V def2-TZVPD RIJCOSX def2/J DEFGRID3
* xyz 0 1
H -1.26755 0.30961 -1.36731
N 0.72746 -0.41158 0.33420
H -0.64797 1.20460 0.79017
P -0.93376 -0.08723 0.41136
H 1.16170 0.33492 -0.26599
H 0.96012 -1.35031 0.09757
*
```

Calculated values
HOMO level = -9.190 eV
HOMO-LUMO gap = 9.93 eV

Mulliken population analysis, charges in e, atoms 1 to 5:
1. H -0.022
2. N -0.536
3. H 0.049
4. P -0.014
5. H 0.279

=====

## three
Entry from OMol25: a structure of composition H4NP (ωB97M-V with the def2-TZVPD basis set).

ORCA input file:
```
! wB97M-V def2-TZVPD RIJCOSX def2/J DEFGRID3
* xyz 0 1
N -1.26635 -1.18935 -0.49701
H 1.37914 2.04662 0.97583
H 0.67092 -2.13822 0.01298
H 0.85154 2.57065 0.74157
P 0.24325 -0.85015 -0.42967
H -1.87850 -0.43955 -0.80370
*
```

Calculated values
HOMO level = -9.325 eV
HOMO-LUMO gap = 9.05 eV

Mulliken population analysis, charges in e, atoms 1 to 5:
1. N -0.426
2. H -0.055
3. H 0.057
4. H 0.052
5. P 0.128

=====

## four
Entry from OMol25: a cluster of 2 separate species, H4NP in total (ωB97M-V with the def2-TZVPD basis set).

ORCA input file:
```
! wB97M-V def2-TZVPD RIJCOSX def2/J DEFGRID3
* xyz 0 1
H 1.79118 -0.60120 -0.59028
N 0.81288 -0.34945 -0.83362
H 0.77731 -0.77493 -1.74860
P -2.52995 1.52104 1.46022
H -3.56822 1.75682 2.34381
H 0.08892 -0.62182 -0.17062
*
```

Calculated values
HOMO level (spin up / spin down) = -8.867 / -8.864 eV
HOMO-LUMO gap (spin up / spin down) = 7.45 / 7.44 eV

Mulliken population analysis, charges in e, atoms 1 to 5:
1. H 0.217
2. N -0.641
3. H 0.211
4. P -0.029
5. H 0.030

=====

Result of the stability comparison: two is the most stable of them.

=====

## one
Entry from OMol25: a cluster of 3 separate species, C3H14N2O2 in total (ωB97M-V with the def2-TZVPD basis set).

ORCA input file:
```
! wB97M-V def2-TZVPD RIJCOSX def2/J DEFGRID3
* xyz -1 2
O -0.52165 -2.07975 -3.93375
H -1.02008 -1.42844 0.66902
H -2.22014 -0.39045 1.31070
H 1.22954 2.06894 0.28867
H -0.13683 3.03686 0.39958
H 3.27264 -2.59369 2.69296
C -1.19170 -0.71807 1.49121
H 0.53750 1.75692 -2.23119
H 0.02145 3.27660 -2.18665
H 2.92458 -3.84892 2.03877
N -0.51847 1.03547 -0.10868
H -1.01205 1.43548 1.72426
H -1.41121 1.37217 -0.44620
H 0.59111 0.56471 1.67975
H -1.21887 -2.14237 -3.24313
N 0.51778 2.58509 -1.64657
C 0.30016 2.28008 -0.27170
H -1.04240 -2.55449 -4.60588
O 2.49341 -3.17030 2.58941
H -1.16494 -1.09281 2.51655
C -0.42984 0.60695 1.27289
*
```

Calculated values
HOMO level (spin up / spin down) = 1.294 / -5.704 eV
HOMO-LUMO gap (spin up / spin down) = 2.00 / 9.29 eV

Mulliken population analysis, charges in e, atoms 1 to 5:
1. O -1.747
2. H 0.722
3. H 0.343
4. H 0.205
5. H 0.350

=====

## two
Entry from OMol25: a cluster of 3 separate species, C3H14N2O2 in total (ωB97M-V with the def2-TZVPD basis set).

ORCA input file:
```
! wB97M-V def2-TZVPD RIJCOSX def2/J DEFGRID3
* xyz -1 2
H 1.04842 3.89770 -0.68308
H -2.98318 -0.09979 -2.53106
N -1.89910 0.34547 1.00578
C -0.44352 0.45655 0.80486
H -0.08803 1.40555 1.24925
H -1.97018 -0.87844 -1.84919
H -0.12274 -1.52441 1.56558
O 1.41404 3.09172 -1.07156
H 0.47225 -2.24522 -0.93986
H 2.12299 -2.39656 -1.00700
H 1.69163 -0.13678 -0.33709
O -2.29660 -0.74592 -2.75773
H -0.32404 0.65363 -0.25833
N 1.32696 -2.18709 -0.42059
C 1.56677 -0.96715 0.35957
H 2.53015 -1.08160 0.86651
H -2.23054 1.28800 1.24695
H -2.11427 -0.21100 1.83413
H 0.94467 -0.40510 2.27301
H 0.88591 2.37864 -0.68313
C 0.46842 -0.63821 1.33301
*
```

Calculated values
HOMO level (spin up / spin down) = 0.968 / -5.864 eV
HOMO-LUMO gap (spin up / spin down) = 2.89 / 9.53 eV

Mulliken population analysis, charges in e, atoms 1 to 5:
1. H 0.656
2. H 0.484
3. N -0.245
4. C -0.940
5. H 0.025

=====

Result of the stability comparison: two is the most stable of them.